(1)
# C54H146N12O15

A 13-piece molecular cluster, C54H146N12O15 overall at a distorted geometry (ωB97M-V with the def2-TZVPD basis set, the Open Molecules 2025 dataset).

Atoms and positions in Å:
C -0.87 4.64 -0.13
O -2.20 4.99 0.11
C -2.69 5.99 -0.75
C -3.81 6.81 -0.11
N -4.90 5.88 0.14
C -6.06 6.48 0.76
C -6.97 7.40 -0.08
O -6.37 8.25 -1.04
C -7.31 9.09 -1.68
H -0.60 3.64 0.20
H -0.15 5.34 0.32
H -0.67 4.71 -1.21
H -3.06 5.58 -1.70
H -1.97 6.77 -1.04
H -4.07 7.60 -0.81
H -3.35 7.23 0.80
H -4.51 5.12 0.69
H -5.78 7.04 1.66
H -6.74 5.67 1.04
H -7.53 8.04 0.62
H -7.77 6.79 -0.51
H -6.97 10.13 -1.71
H -8.31 9.13 -1.26
H -7.27 8.78 -2.73
C -2.61 2.36 4.30
O -2.88 3.73 4.06
C -4.24 4.09 4.05
C -5.07 3.14 3.14
N -4.50 3.14 1.80
C -4.90 2.07 0.90
C -4.29 0.72 1.27
O -4.66 -0.29 0.35
C -4.73 -1.59 0.85
H -3.02 1.52 3.74
H -2.91 2.22 5.34
H -1.52 2.24 4.37
H -4.30 5.10 3.64
H -4.68 4.09 5.05
H -6.08 3.57 3.17
H -5.19 2.15 3.60
H -3.51 3.28 1.93
H -4.50 2.41 -0.05
H -5.97 1.87 0.93
H -4.65 0.44 2.27
H -3.20 0.80 1.35
H -5.53 -1.79 1.56
H -3.78 -1.87 1.34
H -4.74 -2.31 0.03
C -0.27 -1.69 -0.87
C 1.09 -1.05 -1.17
C 1.31 0.24 -0.36
O 1.27 0.03 1.04
C 0.20 0.60 1.77
N 2.05 -2.08 -0.65
H -0.40 -1.88 0.20
H -0.37 -2.70 -1.26
H -1.00 -0.93 -1.18
H 1.20 -0.89 -2.24
H 0.74 1.13 -0.67
H 2.31 0.62 -0.61
H 0.08 0.21 2.77
H -0.73 0.43 1.22
H 0.20 1.70 1.80
H 1.81 -1.96 0.33
H 3.04 -1.82 -0.72
C 4.93 -5.13 0.23
C 4.43 -6.46 -0.33
C 5.51 -7.53 -0.21
O 4.96 -8.81 -0.50
C 5.93 -9.83 -0.39
N 3.18 -6.86 0.31
H 4.35 -4.25 -0.07
H 5.90 -4.81 -0.16
H 4.90 -5.14 1.32
H 4.23 -6.40 -1.41
H 5.87 -7.42 0.82
H 6.33 -7.39 -0.91
H 6.16 -10.04 0.65
H 6.77 -9.77 -1.10
H 5.45 -10.75 -0.75
H 3.10 -7.85 0.11
H 3.19 -6.80 1.33
C 3.57 3.29 -1.41
C 3.45 4.27 -0.24
C 3.42 5.71 -0.64
O 3.68 6.51 0.49
C 3.56 7.90 0.27
N 2.22 3.88 0.46
H 3.77 2.32 -0.95
H 4.33 3.49 -2.17
H 2.66 3.29 -2.01
H 4.26 4.05 0.46
H 2.45 5.91 -1.12
H 4.14 5.89 -1.45
H 3.12 8.32 1.17
H 2.99 8.10 -0.65
H 4.52 8.39 0.08
H 2.34 3.03 0.99
H 2.02 4.57 1.19
C -5.62 3.97 -2.50
C -5.85 3.20 -3.82
C -5.47 1.69 -3.72
O -4.11 1.37 -3.86
C -3.21 1.64 -2.82
N -7.28 3.29 -4.12
H -6.05 3.41 -1.67
H -5.97 5.00 -2.58
H -4.54 4.02 -2.34
H -5.20 3.73 -4.53
H -5.97 1.17 -4.54
H -5.82 1.30 -2.76
H -2.29 1.08 -2.92
H -3.62 1.43 -1.82
H -3.01 2.72 -2.79
H -7.55 2.61 -4.82
H -7.74 3.10 -3.23
C -1.04 -2.33 3.81
C -1.76 -1.24 4.58
C -3.24 -1.51 4.92
O -3.67 -0.38 5.69
C -5.03 -0.43 6.05
N -1.04 -0.95 5.83
H -1.12 -3.31 4.28
H 0.00 -2.04 3.68
H -1.52 -2.46 2.83
H -1.83 -0.38 3.91
H -3.32 -2.45 5.47
H -3.94 -1.67 4.09
H -5.12 -0.13 7.10
H -5.51 -1.40 5.95
H -5.64 0.30 5.51
H -0.93 -1.87 6.27
H -1.65 -0.44 6.45
C 1.26 -6.49 -3.16
C 1.62 -5.06 -2.72
C 0.65 -4.15 -3.50
O 1.12 -3.98 -4.82
C 0.31 -3.14 -5.60
N 1.38 -4.93 -1.27
H 1.92 -7.14 -2.57
H 1.50 -6.81 -4.17
H 0.24 -6.85 -2.96
H 2.68 -5.10 -3.00
H 0.71 -3.16 -3.02
H -0.37 -4.50 -3.36
H -0.45 -2.59 -5.04
H -0.27 -3.71 -6.34
H 0.91 -2.43 -6.18
H 2.28 -5.29 -0.95
H 1.59 -3.93 -1.03
C 2.02 -4.03 2.78
C 1.61 -5.47 3.13
C 2.59 -6.27 3.98
O 3.72 -6.56 3.11
C 4.58 -7.48 3.72
N 0.29 -5.41 3.82
H 2.00 -3.34 3.62
H 1.31 -3.68 2.03
H 2.99 -3.97 2.27
H 1.53 -6.02 2.19
H 2.24 -7.22 4.39
H 2.97 -5.67 4.81
H 4.24 -8.52 3.80
H 4.86 -7.23 4.75
H 5.56 -7.56 3.25
H -0.43 -5.54 3.13
H 0.26 -6.20 4.46
C 4.46 -0.08 -3.67
C 5.37 -1.31 -3.65
C 5.93 -1.59 -2.29
O 4.89 -1.58 -1.28
C 5.34 -1.12 -0.04
N 4.66 -2.48 -4.15
H 4.92 0.76 -3.15
H 3.50 -0.26 -3.18
H 4.24 0.28 -4.67
H 6.20 -1.11 -4.34
H 6.62 -0.80 -1.99
H 6.48 -2.53 -2.15
H 4.45 -1.03 0.59
H 5.82 -0.14 0.03
H 5.91 -1.90 0.48
H 4.13 -2.34 -5.00
H 3.93 -2.80 -3.53
C -0.85 4.56 -7.07
C -1.84 4.39 -5.93
C -1.01 4.12 -4.66
O -0.53 2.80 -4.70
C 0.38 2.59 -3.63
N -2.69 5.59 -5.79
H -1.31 4.93 -8.00
H -0.41 3.57 -7.25
H -0.01 5.20 -6.83
H -2.58 3.61 -6.11
H -1.69 4.26 -3.80
H -0.27 4.91 -4.53
H 1.24 3.26 -3.75
H 0.77 1.58 -3.63
H -0.08 2.75 -2.65
H -3.44 5.50 -5.12
H -2.99 5.74 -6.74
C 3.67 3.15 3.65
C 4.44 1.96 3.07
C 4.32 0.81 4.07
O 5.30 -0.17 3.69
C 5.27 -1.32 4.47
N 3.73 1.54 1.84
H 2.65 3.04 4.05
H 3.57 4.02 3.01
H 4.17 3.46 4.58
H 5.47 2.28 2.94
H 3.35 0.30 4.07
H 4.60 1.13 5.08
H 5.58 -1.27 5.52
H 6.06 -1.99 4.09
H 4.39 -1.96 4.44
H 4.10 0.60 1.80
H 2.75 1.41 2.07
C -0.59 -7.74 0.05
C -1.65 -7.14 -0.93
O -1.45 -5.77 -1.09
H -0.51 -7.07 0.91
H 0.33 -7.79 -0.53
H -0.90 -8.72 0.39
H -2.66 -7.33 -0.56
H -1.61 -7.70 -1.87
H -0.52 -5.50 -1.16

The calculation puts the orbital gap at 8.76 eV. The strongest force on any atom comes out at 3.5 eV/A. The calculation puts the molar mass at 1203.83 g/mol. The HOMO energy is -8.25 eV. Its net charge is 0. The calculation puts the lowest unoccupied orbital energy at 0.0190 Ha. As for the spin multiplicity: 1.

(2)
# C54H161N11O21

A 21-piece molecular cluster, C54H161N11O21 overall at a distorted geometry (ωB97M-V with the def2-TZVPD basis set, the Open Molecules 2025 dataset).

Atoms and positions in Å:
C 2.35 2.90 3.42
C 2.86 3.50 2.10
C 1.70 4.05 1.27
O 2.14 4.68 0.08
C 1.10 4.77 -0.83
N 3.79 4.62 2.43
H 1.65 2.09 3.21
H 1.87 3.68 4.02
H 3.21 2.54 3.99
H 3.16 2.58 1.58
H 1.18 4.81 1.86
H 1.09 3.18 0.98
H 0.19 5.21 -0.41
H 0.89 3.77 -1.22
H 1.50 5.33 -1.67
H 4.56 4.31 3.02
H 4.16 5.11 1.62
C -4.83 -3.88 2.59
C -4.12 -4.55 1.43
C -2.62 -4.23 1.36
O -2.05 -4.92 0.27
C -0.60 -4.93 0.33
N -4.28 -6.01 1.56
H -4.92 -2.81 2.41
H -4.42 -4.07 3.59
H -5.85 -4.24 2.62
H -4.59 -4.18 0.50
H -2.03 -4.55 2.22
H -2.51 -3.14 1.20
H -0.22 -5.33 1.28
H -0.28 -3.91 0.18
H -0.37 -5.55 -0.53
H -3.73 -6.55 0.88
H -5.24 -6.28 1.37
C -5.27 0.73 7.01
C -4.40 0.74 5.75
C -5.11 0.13 4.57
O -4.35 0.10 3.36
C -3.19 -0.69 3.44
N -4.05 2.09 5.48
H -6.14 1.36 6.85
H -4.73 1.09 7.89
H -5.62 -0.23 7.39
H -3.59 0.00 5.83
H -5.94 0.78 4.29
H -5.51 -0.86 4.82
H -3.00 -0.94 2.39
H -3.38 -1.57 4.06
H -2.26 -0.19 3.72
H -3.35 2.30 6.17
H -3.58 2.19 4.57
C -4.92 -1.31 -2.67
C -3.60 -1.59 -1.98
C -2.45 -1.92 -2.94
O -2.70 -3.12 -3.63
C -1.72 -3.38 -4.63
N -3.11 -0.41 -1.14
H -5.38 -2.24 -2.99
H -4.71 -0.60 -3.47
H -5.59 -0.79 -1.98
H -3.68 -2.44 -1.30
H -1.55 -2.23 -2.41
H -2.32 -1.05 -3.60
H -1.70 -2.52 -5.28
H -2.02 -4.32 -5.10
H -0.75 -3.53 -4.14
H -3.13 0.43 -1.71
H -3.85 -0.26 -0.46
C -5.18 3.89 0.40
C -4.39 2.88 1.23
C -3.38 3.57 2.10
O -2.57 2.70 2.87
C -1.56 3.43 3.57
N -5.38 2.13 2.02
H -5.58 4.68 1.04
H -5.92 3.26 -0.10
H -4.63 4.45 -0.35
H -3.92 2.12 0.59
H -3.93 4.24 2.77
H -2.76 4.25 1.51
H -1.99 4.22 4.19
H -0.89 3.85 2.82
H -1.02 2.73 4.20
H -4.89 1.38 2.48
H -5.85 2.76 2.67
C -2.57 4.61 7.74
C -2.72 3.41 8.68
C -1.76 2.27 8.43
O -1.66 1.95 7.08
C -0.77 0.99 6.68
N -2.60 3.79 10.09
H -2.60 4.58 6.66
H -1.62 5.14 7.83
H -3.34 5.31 8.04
H -3.71 3.01 8.47
H -2.07 1.38 9.00
H -0.79 2.61 8.82
H 0.26 1.36 6.77
H -0.98 0.79 5.63
H -0.88 0.09 7.29
H -3.34 4.45 10.31
H -1.71 4.24 10.31
C 0.71 -0.56 -6.11
C 0.70 0.78 -6.82
C 1.35 1.98 -6.11
O 0.66 2.40 -4.94
C 1.20 3.57 -4.39
N 1.42 0.63 -8.16
H 1.74 -0.82 -5.85
H 0.27 -1.27 -6.81
H 0.09 -0.45 -5.23
H -0.36 1.04 -6.91
H 1.43 2.81 -6.83
H 2.36 1.71 -5.76
H 2.26 3.43 -4.14
H 0.55 3.90 -3.59
H 1.21 4.32 -5.19
H 1.21 -0.25 -8.61
H 1.35 1.36 -8.87
C -3.05 1.26 -6.28
C -2.91 2.54 -5.39
C -2.65 2.16 -3.91
O -3.66 1.51 -3.25
C -4.87 2.24 -2.99
N -1.87 3.38 -5.91
H -3.96 0.72 -6.09
H -2.17 0.62 -6.25
H -3.06 1.63 -7.31
H -3.86 3.07 -5.43
H -2.46 3.09 -3.36
H -1.84 1.45 -3.74
H -5.50 1.70 -2.27
H -5.41 2.46 -3.91
H -4.50 3.16 -2.51
H -0.98 2.90 -5.84
H -1.84 4.27 -5.42
C 8.19 3.76 -4.87
C 8.03 2.35 -4.37
C 6.60 1.99 -3.94
O 6.13 3.01 -3.11
C 4.77 2.83 -2.67
N 8.48 1.37 -5.36
H 7.86 3.79 -5.90
H 9.27 3.95 -4.85
H 7.75 4.47 -4.17
H 8.70 2.18 -3.53
H 6.65 1.01 -3.47
H 6.01 1.93 -4.86
H 4.48 3.75 -2.14
H 4.56 1.99 -2.00
H 4.14 2.73 -3.56
H 9.38 1.67 -5.73
H 7.83 1.33 -6.14
C 4.39 -1.45 -3.75
C 5.04 -2.50 -2.85
C 4.09 -3.45 -2.16
O 3.33 -4.26 -3.10
C 2.13 -4.73 -2.50
N 6.05 -3.22 -3.57
H 3.86 -2.01 -4.52
H 5.20 -0.88 -4.19
H 3.67 -0.78 -3.28
H 5.52 -2.08 -1.95
H 3.30 -2.90 -1.65
H 4.68 -4.04 -1.44
H 1.40 -3.91 -2.49
H 2.26 -5.03 -1.45
H 1.78 -5.59 -3.08
H 5.68 -3.92 -4.23
H 6.59 -2.56 -4.13
C -0.10 -1.18 1.72
C 0.75 -0.89 0.51
C 1.05 0.59 0.35
O 1.88 0.89 -0.75
C 1.26 0.76 -2.05
N 2.07 -1.56 0.59
H -0.96 -0.52 1.70
H 0.43 -0.82 2.61
H -0.29 -2.25 1.74
H 0.35 -1.38 -0.37
H 1.66 0.98 1.17
H 0.14 1.19 0.19
H 1.14 -0.30 -2.21
H 2.01 1.11 -2.75
H 0.31 1.30 -2.14
H 2.68 -1.41 -0.21
H 2.52 -1.27 1.46
C -1.96 6.26 -2.79
O -1.45 5.49 -3.87
H -2.04 7.29 -3.12
H -2.97 5.88 -2.85
H -1.51 6.09 -1.81
H -0.64 5.95 -4.12
C 1.89 -3.37 5.14
O 2.40 -2.76 6.35
H 0.81 -3.51 5.16
H 2.21 -2.76 4.30
H 2.46 -4.27 4.95
H 2.26 -3.29 7.13
C 4.96 -0.08 2.18
O 3.73 -0.30 2.81
H 5.55 -0.99 2.27
H 4.71 0.03 1.12
H 5.47 0.83 2.51
H 3.72 -0.40 3.78
C 2.37 -4.13 -6.02
O 1.79 -4.34 -7.33
H 2.89 -3.17 -5.94
H 1.47 -4.11 -5.42
H 3.02 -4.94 -5.68
H 2.55 -4.40 -7.91
C 1.46 -7.05 3.62
O 0.99 -8.08 4.45
H 0.99 -6.08 3.78
H 2.55 -6.94 3.58
H 1.10 -7.30 2.62
H 1.27 -7.91 5.36
C 3.56 -4.42 1.54
O 2.18 -4.10 1.69
H 3.81 -5.21 2.25
H 3.87 -4.76 0.55
H 4.14 -3.60 1.95
H 2.08 -3.26 1.14
C -6.71 -0.59 0.56
O -6.91 0.72 0.15
H -5.65 -0.87 0.52
H -7.01 -0.82 1.58
H -7.28 -1.15 -0.19
H -6.52 1.35 0.82
C 3.71 0.53 6.72
O 3.93 -0.51 5.76
H 2.65 0.69 6.95
H 4.24 0.41 7.66
H 4.24 1.38 6.29
H 3.45 -1.31 6.06
C -2.14 -6.92 4.20
O -3.44 -6.46 4.28
H -1.44 -6.46 3.50
H -1.72 -6.66 5.17
H -1.93 -7.99 4.12
H -3.85 -6.43 3.37
C 4.83 -0.11 -7.58
O 6.19 0.33 -7.41
H 4.68 -1.20 -7.63
H 4.34 0.28 -6.69
H 4.34 0.35 -8.44
H 6.69 0.11 -8.21

The calculation puts the orbital gap at 8.66 eV. The strongest force on any atom comes out at 2.7 eV/A. The calculation puts the molar mass at 1300.94 g/mol. The HOMO energy is -8.46 eV. Its net charge is 0. The calculation puts the lowest unoccupied orbital energy at 0.0073 Ha. As for the spin multiplicity: 1.